Record 1
C24H26N4PdS2Si | ωB97M-V/def2-TZVPD

Each line ends with the Mulliken spin population.
Atoms and positions in Å:
C 0.832 2.242 2.434  -0.086
C 1.266 2.539 1.140  0.194
C 0.104 2.695 0.231  0.191
H 2.299 2.656 0.827  0.030
C -1.060 2.456 1.129  0.042
C -0.614 2.217 2.445  0.058
H -1.240 2.019 3.324  0.013
H 1.458 2.083 3.321  0.000
H 0.074 3.353 -0.641  -0.017
H -2.096 2.510 0.795  -0.006
Pd -0.068 0.429 1.242  1.095
C -0.377 -4.029 -1.012  0.010
H 0.344 -4.322 -0.179  -0.001
H -0.683 -4.354 -2.046  0.001
H 0.008 -5.123 -1.128  0.001
Si 0.148 0.939 -0.803  0.152
C 1.701 0.377 -1.679  -0.009
C 2.886 1.132 -1.613  0.060
H 2.975 1.968 -0.911  0.002
C 3.917 0.882 -2.533  -0.022
H 4.799 1.519 -2.529  -0.002
C 3.791 -0.142 -3.477  0.040
H 4.566 -0.288 -4.223  0.002
C 2.654 -0.958 -3.484  -0.014
H 2.572 -1.776 -4.201  0.000
C 1.597 -0.693 -2.597  0.012
H 0.673 -1.283 -2.664  0.004
C -1.274 0.969 -2.012  0.048
C -1.086 1.365 -3.358  0.035
H -0.114 1.257 -3.833  0.002
C -2.121 2.002 -4.042  -0.007
H -1.945 2.401 -5.034  0.000
C -3.367 2.150 -3.427  0.016
H -4.155 2.717 -3.923  0.001
C -3.625 1.558 -2.188  -0.001
H -4.626 1.594 -1.738  0.000
C -2.581 0.935 -1.489  0.021
H -2.794 0.493 -0.508  -0.026
H 0.150 -3.098 -1.292  0.004
H -1.266 -3.849 -0.477  -0.006
N -3.573 0.180 1.691  0.052
C -2.804 -0.693 2.387  0.081
N -1.499 -0.812 2.329  0.061
C -0.960 -1.749 3.202  0.177
C -1.954 -2.445 3.881  0.608
S -3.523 -1.894 3.449  0.139
C 0.477 -1.740 3.318  0.129
C 1.332 -2.371 4.202  0.582
S 2.950 -1.857 3.999  0.136
C 2.454 -0.769 2.712  0.083
N 1.156 -0.858 2.486  0.023
N 3.345 -0.016 2.054  0.069
H -4.576 0.120 1.821  0.000
H -3.182 1.058 1.371  -0.006
H -1.763 -3.213 4.615  0.020
H 1.001 -3.066 4.957  0.019
H 4.310 -0.041 2.367  -0.001
H 3.086 0.625 1.312  -0.011

The value obtained for the maximum force is 4.5 eV/A. For the LUMO energy (alpha / beta), the calculation gives -7.04 / -7.57 eV. For the molecular weight, the calculation gives 569.1 g/mol. As for the net charge: +2. As for the expectation value of S²: 6.0243. The HOMO energy (alpha / beta) comes out at -10.22 / -13.24 eV. Its frontier orbital gap (alpha / beta) is 3.182 / 5.676 eV. As for the multiplicity: 5.



Record 2
C24H26N6OPtS4 | ωB97M-V/def2-TZVPD

Each line ends with the natural charge from an NBO analysis.
Atoms and positions in Å:
Pt 0.854 -1.538 -0.455  0.983
C 2.151 -4.640 4.112  -0.739
S 0.903 -3.365 3.838  0.416
C 1.353 -2.752 2.298  -0.081
S 0.485 -1.271 1.856  -0.014
N 2.267 -3.287 1.548  -0.361
N 2.454 -2.517 0.434  -0.248
C 3.630 -2.127 0.120  0.108
C 3.761 -1.037 -0.845  0.129
C 4.984 -0.622 -1.337  -0.181
C 5.012 0.408 -2.271  -0.113
C 3.815 0.963 -2.693  -0.215
C 2.625 0.499 -2.149  0.066
N 2.602 -0.454 -1.223  -0.488
H 2.193 -4.785 5.189  0.257
H 3.115 -4.301 3.745  0.246
H 1.859 -5.563 3.621  0.246
H 4.486 -2.530 0.651  0.248
H 5.893 -1.106 -1.008  0.256
H 5.954 0.758 -2.670  0.258
H 3.790 1.756 -3.428  0.258
H 1.668 0.912 -2.444  0.236
S -1.009 -2.901 -0.413  0.120
C -0.578 -3.059 -2.117  0.063
C -1.267 -3.685 -3.138  -0.242
C -0.663 -3.727 -4.384  -0.094
C 0.591 -3.153 -4.580  -0.243
C 1.210 -2.524 -3.522  0.062
N 0.625 -2.477 -2.320  -0.531
H -2.235 -4.130 -2.957  0.259
H -1.166 -4.214 -5.208  0.253
H 1.082 -3.199 -5.541  0.256
H 2.187 -2.067 -3.611  0.218
C -1.061 3.660 -1.660  -0.612
C -0.431 3.970 -0.309  -0.414
C 0.156 2.747 0.387  -0.216
N -0.896 1.823 0.834  -0.538
C -1.331 0.748 0.229  0.415
S -0.605 0.140 -1.261  -0.087
N -2.360 0.034 0.697  -0.642
C -3.132 0.181 1.927  0.671
O -3.400 -0.828 2.507  -0.472
C -3.538 1.544 2.322  -0.170
C -3.733 1.799 3.679  -0.164
C -4.162 3.052 4.085  -0.197
C -4.418 4.037 3.140  -0.152
C -4.248 3.778 1.785  -0.200
C -3.803 2.534 1.372  -0.223
H -1.424 4.571 -2.133  0.244
H -1.916 2.985 -1.567  0.195
H -0.340 3.197 -2.337  0.203
H -1.169 4.428 0.356  0.216
H 0.371 4.702 -0.421  0.233
H 0.706 3.039 1.281  0.231
H 0.830 2.194 -0.264  0.212
H -1.412 2.117 1.658  0.441
H -2.510 -0.856 0.232  0.453
H -3.551 1.011 4.397  0.246
H -4.310 3.256 5.136  0.242
H -4.765 5.011 3.460  0.239
H -4.479 4.540 1.053  0.235
H -3.701 2.320 0.314  0.220

The value obtained for the maximum force is 0.8 eV/A. For the LUMO energy, the calculation gives -6.92 eV. For the molecular weight, the calculation gives 737.9 g/mol. As for the net charge: +2. The HOMO energy comes out at -14.12 eV. Its frontier orbital gap is 7.205 eV.



Record 3
C24H27Cl7N3OPSSbSe4Ta | ωB97M-V/def2-TZVPD

Each line ends with the natural charge from an NBO analysis.
Atoms and positions in Å:
Ta 2.824 0.829 -1.116  0.321
Cl 2.393 0.515 1.268  0.221
C 3.789 -0.362 2.041  -0.047
C 3.628 -0.966 3.262  -0.184
C 4.746 -1.588 3.807  -0.206
C 5.945 -1.587 3.118  -0.212
C 6.064 -0.924 1.900  -0.043
Cl 7.584 -0.931 1.095  0.047
C 4.982 -0.248 1.344  -0.211
S 5.136 0.786 -0.147  -0.060
H 2.665 -0.970 3.754  0.236
H 4.675 -2.081 4.767  0.230
H 6.812 -2.094 3.520  0.238
Se 0.883 4.553 -3.823  -0.522
Sb 2.010 2.881 -2.607  0.972
Se 0.902 0.577 -2.782  -0.191
Se 1.335 2.626 -0.164  -0.141
Se 4.423 2.881 -2.702  -0.303
O -0.492 0.073 -0.099  -1.160
P -1.930 0.421 -0.179  2.467
N -2.326 1.943 -0.658  -0.850
C -2.516 2.320 -2.070  -0.200
C -3.033 3.753 -1.980  -0.408
C -2.187 4.284 -0.822  -0.411
C -2.272 3.148 0.192  -0.202
N -2.768 -0.630 -1.143  -0.825
C -2.190 -1.222 -2.361  -0.202
C -3.397 -1.789 -3.103  -0.410
C -4.517 -0.809 -2.749  -0.413
C -4.236 -0.500 -1.281  -0.213
N -2.689 0.236 1.319  -0.808
C -2.864 -1.184 1.720  -0.207
C -2.842 -1.148 3.239  -0.411
C -1.767 -0.102 3.519  -0.413
C -2.030 0.953 2.448  -0.217
H -3.212 1.639 -2.559  0.194
H -1.580 2.322 -2.631  0.198
H -4.092 3.763 -1.714  0.197
H -2.848 4.304 -2.901  0.227
H -2.525 5.236 -0.414  0.217
H -1.155 4.375 -1.163  0.218
H -3.182 3.209 0.798  0.185
H -1.409 3.150 0.858  0.198
H -1.459 -1.989 -2.106  0.211
H -1.689 -0.468 -2.975  0.186
H -3.640 -2.786 -2.730  0.203
H -3.210 -1.851 -4.175  0.220
H -5.511 -1.231 -2.888  0.218
H -4.430 0.088 -3.364  0.201
H -4.727 -1.244 -0.646  0.184
H -4.573 0.487 -0.962  0.215
H -2.045 -1.807 1.343  0.189
H -3.798 -1.579 1.324  0.200
H -2.623 -2.124 3.671  0.216
H -3.806 -0.801 3.618  0.201
H -0.777 -0.544 3.380  0.201
H -1.822 0.314 4.524  0.215
H -1.104 1.432 2.125  0.202
H -2.698 1.732 2.823  0.189
Cl 0.922 -2.444 1.069  0.053
C 2.388 -2.415 0.168  0.037
C 2.520 -1.455 -0.857  -0.344
C 3.740 -1.562 -1.519  -0.079
Cl 3.962 -0.453 -2.952  0.200
C 4.741 -2.523 -1.324  -0.027
Cl 6.118 -2.587 -2.321  0.082
C 4.554 -3.408 -0.284  -0.101
Cl 5.739 -4.587 0.064  0.085
C 3.359 -3.356 0.461  -0.129
Cl 3.133 -4.480 1.732  0.073

The value obtained for the maximum force is 3.8 eV/A. For the LUMO energy (alpha / beta), the calculation gives -2.19 / -2.19 eV. For the molecular weight, the calculation gives 1303.3 g/mol. The HOMO energy (alpha / beta) comes out at -8.07 / -8.07 eV. Its frontier orbital gap (alpha / beta) is 5.877 / 5.876 eV.